Entry from the Open Molecules 2025 dataset: a structure of composition C9H14F12KN3O9S4 at a distorted geometry (ωB97M-V/def2-TZVPD).

XYZ file:
```
52
Properties=species:S:1:pos:R:3
K 0.0762 1.2836 2.8592
C -3.0802 3.4303 -5.1707
N -2.8124 1.9510 -5.4835
C -1.5099 1.5594 -4.7914
C -3.9984 1.1699 -4.9278
C -2.7158 1.7756 -7.0338
C -1.6886 2.7009 -7.7183
O -0.4464 2.0378 -7.5935
H -2.2445 4.0989 -5.3773
H -3.0817 3.3371 -4.0847
H -3.9700 3.8828 -5.6085
H -1.5744 1.5181 -3.7041
H -0.7587 2.2841 -5.1052
H -1.1938 0.5558 -5.0757
H -3.7823 0.1527 -5.2545
H -4.9644 1.4897 -5.3185
H -4.1896 1.1894 -3.8549
H -3.7289 1.9646 -7.3889
H -2.5844 0.7188 -7.2661
H -1.6430 3.7767 -7.5488
H -1.8909 2.6594 -8.7886
H 0.2024 2.6634 -7.9242
C -0.0955 -3.4820 0.3261
F 0.3529 -3.1828 1.5549
F -0.7987 -4.6542 0.3088
F -0.8510 -2.4349 -0.0640
S 1.4814 -3.6462 -0.8092
O 2.2889 -4.7179 -0.1898
O 1.0198 -3.9086 -2.1767
N 2.1034 -2.0556 -0.5222
S 3.6376 -2.3538 -0.7103
O 4.2796 -2.9002 0.4878
O 4.1135 -2.9003 -1.9525
C 4.3644 -0.4515 -0.7070
F 5.6970 -0.5411 -0.8041
F 3.7980 0.3101 -1.6453
F 4.0678 0.0666 0.4684
C -0.6176 -2.4923 8.7522
F -1.2996 -2.8236 9.8804
F 0.5519 -3.1467 8.8495
F -1.2859 -2.9597 7.7744
S -0.3591 -0.5647 8.6129
O -1.5198 -0.0798 7.8466
O -0.2886 -0.0975 9.9885
N 1.0226 -0.4928 7.5651
S 2.3228 -0.6218 8.4273
O 2.1797 -0.9187 9.8202
O 3.3946 -1.4558 7.9006
C 2.9154 1.2357 8.3149
F 3.2057 1.5746 6.9954
F 1.9374 2.0005 8.7475
F 3.9613 1.4951 9.1191
```

Calculated values
Kohn-Sham gap: 6.3141 eV
charge: 0
relative energy (zero: lowest compared OMol25 entry of this formula, charge and spin): 5.478 eV

***

Entry from the Open Molecules 2025 dataset: a cluster of 4 separate species, C9H14F4O16S4 in total at a distorted geometry (ωB97M-V/def2-TZVPD).

XYZ file:
```
47
Properties=species:S:1:pos:R:3
O 2.4490 -0.7679 1.3728
S 2.6751 -0.8464 -0.0226
O 3.7676 -0.0021 -0.3771
O 1.3357 -0.5311 -0.8353
C 1.0483 -1.5596 -1.7931
C 2.2440 -2.4995 -1.8129
F 1.7146 -3.7502 -1.9827
C 3.2406 -2.3876 -3.0093
F 2.5477 -2.1707 -4.1360
F 3.8900 -3.5312 -3.1601
F 4.1069 -1.4128 -2.8617
O 2.9526 -2.3350 -0.6263
H 0.2669 -2.1679 -1.3293
H 0.7082 -1.2174 -2.7665
O 0.8726 -1.3265 3.0044
S 0.7166 -1.6822 4.3674
O 1.4151 -2.7777 4.9356
O -0.8513 -1.8306 4.6783
C -1.2344 -0.9429 5.7362
C -0.2718 0.2210 5.6213
O 0.9768 -0.3930 5.2751
H -1.1173 -1.4677 6.6865
H -2.2713 -0.6424 5.6125
H -0.1701 0.7780 6.5480
H -0.5545 0.9027 4.8168
O -1.9264 3.9830 2.6068
S -0.5680 3.5723 2.5795
O 0.2677 3.7247 3.7161
O 0.1279 4.2341 1.3024
C 0.6921 3.2150 0.4585
C -0.1828 2.0055 0.6964
O -0.4830 2.0533 2.1013
H 1.7202 3.0338 0.7780
H 0.6880 3.5387 -0.5783
H 0.3176 1.0805 0.4363
H -1.1217 2.0787 0.1446
O -1.4091 0.5412 -2.2770
S -2.4652 -0.1616 -2.9208
O -3.2276 -1.1410 -2.2410
O -1.8758 -0.7942 -4.2670
C -2.6279 -0.3368 -5.4023
C -3.1294 1.0317 -4.9909
O -3.4572 0.8829 -3.6002
H -3.4507 -1.0328 -5.5722
H -1.9923 -0.3041 -6.2825
H -4.0055 1.3466 -5.5495
H -2.3483 1.7891 -5.0800
```

Calculated values
Kohn-Sham gap: 10.9203 eV
charge: 0

***

Entry from the Open Molecules 2025 dataset: a cluster of 2 separate species, C9H14N2O3S in total at a distorted geometry (ωB97M-V/def2-TZVPD).

XYZ file:
```
29
Properties=species:S:1:pos:R:3
C 1.4087 1.3200 -1.4825
C 0.4642 0.3754 -1.8008
C 1.2946 1.8979 -0.2393
C -0.6227 0.1190 -0.9561
C 0.2867 1.5857 0.6816
C -0.7447 0.8066 0.2811
C -1.7721 -0.7929 -1.4687
C -1.9331 0.7577 1.1555
C 1.5549 -0.6492 1.4934
N 2.6730 -0.3626 0.9486
N 0.6345 -1.5161 1.1611
O 0.1684 -0.6190 3.6646
O 2.4668 -1.4143 3.6364
O 2.1003 1.0030 3.5048
S 1.5585 -0.3296 3.3603
H 2.3706 1.4926 -2.0546
H 0.6520 -0.1320 -2.7534
H 2.1498 2.5134 0.2221
H -1.7013 -1.3088 -2.3782
H -1.9717 -1.3146 -0.5596
H -2.6154 -0.1364 -1.5566
H -1.7509 1.0329 2.0898
H -2.6410 1.4826 0.7216
H -2.5110 -0.2031 1.2292
H 3.1888 0.2769 1.6594
H 2.9226 -0.7568 -0.0619
H 0.7144 -1.8919 0.2370
H 0.3128 1.7854 1.6948
H -0.1496 -1.6310 1.8092
```

Calculated values
Kohn-Sham gap: 9.1805 eV
charge: 0
relative energy (zero: lowest compared OMol25 entry of this formula, charge and spin): 1.673 eV

***

Entry from the Open Molecules 2025 dataset: a structure of composition C9H14N2O3S at a distorted geometry (ωB97M-V/def2-TZVPD).

XYZ file:
```
29
Properties=species:S:1:pos:R:3
C 1.0356 1.8728 -0.1635
C 1.7532 -1.2695 1.6945
C 0.1456 2.9434 -0.8156
C -0.7163 2.7228 0.4303
C -1.4336 -0.1112 -0.0327
C -0.3507 -0.3931 1.0164
C 3.1581 -1.3020 1.1448
C -0.9045 -0.3203 -1.4597
C -2.5656 -1.0292 0.3348
N 0.2839 1.8508 0.9844
N 0.8993 -0.8101 0.7383
O 1.9935 1.1832 -0.5044
O 1.4219 -1.6384 2.7748
O -0.8316 -0.5865 2.1959
S -2.1690 1.6447 -0.0390
H 0.4419 3.9985 -0.7263
H -0.2730 2.6407 -1.7292
H -1.0622 3.5751 1.0912
H 3.0977 -1.8738 0.2065
H 3.4972 -0.3004 0.8406
H 3.8363 -1.5053 2.0125
H -0.1956 0.4456 -1.7015
H -1.5581 -0.4077 -2.3076
H -0.2145 -1.2063 -1.4140
H -3.3704 -0.7277 -0.3324
H -3.0357 -0.8592 1.3465
H -2.2620 -2.0872 0.2897
H 1.4999 -0.3984 -0.0484
H -0.0490 -1.1717 2.6713
```

Calculated values
Kohn-Sham gap: 8.3442 eV
charge: 0
relative energy (zero: lowest compared OMol25 entry of this formula, charge and spin): 2.005 eV

***

Entry from the Open Molecules 2025 dataset: an isolated molecule of C9H14N2OSi at a distorted geometry (ωB97M-V/def2-TZVPD).

XYZ file:
```
27
Properties=species:S:1:pos:R:3
C -4.4114 0.8718 -0.4947
C -3.0462 0.2208 -0.4438
C -1.7881 0.6540 -0.8158
C -0.9535 -0.5000 -0.6509
C 0.5286 -0.7066 -0.9225
C 0.9304 0.1738 -1.9950
N 1.2419 0.9008 -2.8241
Si 1.6479 -0.2328 0.6527
C 1.5040 -1.8402 1.8258
C 3.3593 -0.1829 -0.1526
C 1.1742 1.5608 1.1835
N -1.6716 -1.4748 -0.1930
O -2.9164 -1.0666 -0.0238
H -4.0311 1.8713 -0.3627
H -4.9969 0.6271 -1.3335
H -4.8882 0.6597 0.3931
H -1.4871 1.5415 -1.2967
H 0.6072 -1.7567 -1.3041
H 0.5296 -1.9174 2.1994
H 1.5680 -2.6499 1.1266
H 2.2162 -1.7064 2.6739
H 3.7316 -1.1778 0.1214
H 3.4450 -0.1626 -1.2283
H 4.1383 0.5636 0.2375
H 1.8407 1.7569 2.0242
H 1.6040 2.1636 0.4137
H 0.1237 1.8088 1.1899
```

Calculated values
Kohn-Sham gap: 10.4035 eV
charge: 0

***

Entry from the Open Molecules 2025 dataset: an isolated molecule of C9H14N4 at a distorted geometry (ωB97M-V/def2-TZVPD).

XYZ file:
```
27
Properties=species:S:1:pos:R:3
C 3.4111 0.1919 -0.0962
C 1.9143 0.1033 0.4617
C 1.6668 -1.1064 -0.2793
C 0.3796 -2.0031 -0.1321
C -0.7195 -0.8980 -0.0405
N -2.0459 -1.4563 0.0024
C -2.9230 -0.4708 -0.1279
N -4.2398 -1.1023 0.2604
N -2.7773 0.7959 -0.1566
C -1.5502 1.3146 0.0047
N -1.5008 2.6926 -0.2528
C -0.4352 0.5537 0.1938
C 0.9160 1.1804 0.1736
H 3.8590 -0.3563 -1.1755
H 4.0086 1.3407 0.2097
H 3.8517 -0.6991 0.7528
H 2.2311 -0.1865 1.6671
H 2.2809 -1.9868 -0.0399
H 1.6914 -0.9296 -1.2814
H 0.5475 -2.7592 -0.9349
H 0.3861 -2.3307 0.9254
H -4.4253 -1.9108 -0.3572
H -5.1401 -0.3170 0.6624
H -0.9050 3.6602 0.0119
H -2.5193 2.8745 -0.2235
H 1.0449 2.2809 0.6370
H 0.9922 1.5241 -0.8650
```

Calculated values
Kohn-Sham gap: 8.9636 eV
charge: 0
relative energy (zero: lowest compared OMol25 entry of this formula, charge and spin): 6.488 eV

***

| no. | molar mass (g/mol) | DFT total energy (Eh) | HOMO level (eV) |
| --- | --- | --- | --- |
| 1 | 703.57 | -4583.57193 | -8.5277 |
| 2 | 582.46 | -3547.29733 | -10.8498 |
| 3 | 230.29 | -1084.69723 | -9.1087 |
| 4 | 230.29 | -1084.68502 | -8.4173 |
| 5 | 194.31 | -825.52830 | -9.6565 |
| 6 | 178.24 | -570.12509 | -8.2779 |